Entry 1:
Formula: C6H16
Source: the Open Molecules 2025 dataset
Level of theory: ωB97M-V/def2-TZVPD

Geometry as XYZ:
```
22
Properties=species:S:1:pos:R:3:mulliken_charge:R:1
C 1.93277 0.90603 -1.69391 -1.004
C 1.29996 -0.48822 -1.57248 0.021
C 2.15919 -1.31094 -0.63594 -1.104
H 2.58962 1.00240 -2.49068 0.412
H 2.22189 1.21091 -0.57304 0.217
H 1.05412 1.60805 -2.05780 0.227
H 0.26672 -0.35121 -1.24355 0.008
H 1.14237 -0.97805 -2.55839 0.333
H 2.24034 -0.79222 0.39888 0.232
H 1.67609 -2.20736 -0.29818 0.360
H 3.23118 -1.55396 -0.97147 0.293
C -0.87734 1.23166 1.31844 -0.868
C -2.17000 0.60555 1.03618 -0.499
C -2.38695 -0.97490 1.35565 -1.018
H -0.80120 1.47683 2.40653 0.344
H -0.61083 2.02962 0.68739 0.335
H 0.10939 0.53148 1.28698 0.017
H -3.00569 1.14839 1.37816 0.489
H -2.48290 0.73602 -0.03055 0.278
H -2.60779 -1.22220 2.43212 0.287
H -3.32614 -1.09950 0.87099 0.313
H -1.65479 -1.50837 0.95466 0.328
```

Calculated values
SMILES = CCC.CCC
M = 88.19 g mol⁻¹
E_HOMO = -10.75 eV
HOMO-LUMO gap = 11.85 eV
Charge = 0
LUMO = 1.10 eV
Calculated total energy = -6479.62998 eV
Energy above the lowest of the compared OMol25 structures with the same formula, charge and spin = 195.7 kJ/mol

---

Entry 2:
Formula: C6H16
Source: the Open Molecules 2025 dataset
Level of theory: ωB97M-V/def2-TZVPD

Geometry as XYZ:
```
22
Properties=species:S:1:pos:R:3:mulliken_charge:R:1
C 1.49925 -2.16535 0.42201 -1.538
C 0.72556 -0.91009 0.80337 1.316
C -0.67425 -1.22613 1.27884 -1.518
C 1.45917 0.01170 1.77101 -1.453
H 1.67508 -2.82802 1.27000 0.355
H 2.48195 -1.93132 0.00028 0.371
H 0.93750 -2.73124 -0.32803 0.366
H 0.60221 -0.33834 -0.13069 -0.104
H -0.67894 -1.77625 2.22892 0.419
H -1.22073 -0.30096 1.46841 0.351
H -1.21400 -1.83164 0.54082 0.344
H 2.37423 0.39563 1.30955 0.355
H 0.83540 0.88269 2.00737 0.355
H 1.74988 -0.47593 2.70518 0.371
C -1.15443 2.01395 -1.18861 -0.537
C -1.51826 1.83036 -2.65463 -0.916
H -0.07284 2.15791 -1.09762 0.236
H -1.67293 2.79794 -0.63103 0.377
H -1.31495 1.08653 -0.62195 0.004
H -1.63528 2.78235 -3.17899 0.287
H -0.74065 1.28586 -3.17234 0.277
H -2.44297 1.27033 -2.80187 0.282
```

Calculated values
SMILES = CC(C)C.CC
M = 88.19 g mol⁻¹
E_HOMO = -11.14 eV
HOMO-LUMO gap = 12.17 eV
Charge = 0
LUMO = 1.04 eV
Calculated total energy = -6481.53868 eV
Energy above the lowest of the compared OMol25 structures with the same formula, charge and spin = 11.5 kJ/mol

---

Entry 3:
Formula: C6H16BInNO2Yb
Source: the Open Molecules 2025 dataset
Level of theory: ωB97M-V/def2-TZVPD

Geometry as XYZ:
```
28
Properties=species:S:1:pos:R:3:mulliken_charge:R:1
C -2.08194 2.29714 -4.00310 -0.780
C -1.61642 0.72151 -3.79111 -0.432
B -0.43894 0.58614 -2.63233 0.119
O 0.78295 1.42633 -2.63480 -0.534
In -0.66722 -0.98419 -0.95504 0.648
C 1.25485 -1.26513 0.25843 -1.036
C 1.28696 -0.30091 1.62657 0.393
O 1.37916 1.00968 1.40967 -0.595
N 1.15000 -1.02107 2.93839 0.114
C -0.19309 -1.71418 3.08621 -0.899
C 1.51751 -0.20173 4.14279 -0.562
H -2.17628 2.48804 -5.16621 0.272
H -3.13910 2.39193 -3.47902 0.240
H -1.32798 3.07630 -3.54600 0.209
H -2.58731 0.09866 -3.55911 0.234
H -1.12896 0.38627 -4.82217 0.188
H 0.83981 1.80923 -3.56245 0.285
H -2.01679 -0.44672 0.11694 -0.309
H -1.08816 -2.53383 -1.78188 -0.284
H 2.20505 -1.04080 -0.39665 0.314
H 1.28081 -2.40109 0.58473 0.336
H -0.14751 -2.44993 4.00416 0.362
H -0.47640 -2.38924 2.14465 0.241
H -1.10051 -0.94789 3.20170 0.340
H 2.34677 -0.80582 4.75295 0.371
H 1.97662 0.85069 3.93510 -0.024
H 0.62545 -0.04300 4.91749 0.411
Yb 3.54069 1.40362 3.21010 1.377
```

Calculated values
M = 432.87 g mol⁻¹
E_HOMO = -8.90 eV
HOMO-LUMO gap = 2.01 eV
Charge = +1
LUMO = -6.88 eV
Calculated total energy = -49430.26102 eV

---

Entry 4:
Formula: C6H16ClIMoN2OPS
Source: the Open Molecules 2025 dataset
Level of theory: ωB97M-V/def2-TZVPD

Geometry as XYZ:
```
30
Properties=species:S:1:pos:R:3:lowdin_spin:R:1
C -0.67905 3.05812 0.23948 -0.036
I -3.37753 0.81974 1.32056 0.899
H -0.56127 3.19830 1.33833 -0.003
H -1.70823 3.36266 -0.00342 -0.003
H 0.03174 3.70591 -0.29457 -0.001
Mo -0.90612 1.00910 0.30820 0.738
P 1.45585 1.23540 -0.18818 0.000
C 2.06272 1.88282 -1.77743 0.003
C 2.17851 2.32966 1.08156 0.006
H 2.31611 -0.73915 0.93074 0.003
H 3.53509 0.05551 -0.13066 -0.001
H 2.23650 -0.95659 -0.84856 0.001
C 2.48372 -0.25901 -0.03992 0.003
H 2.04533 1.87371 2.07114 0.001
H 3.24344 2.43881 0.84935 0.000
H 3.11253 2.18013 -1.62765 0.000
H 1.46325 2.74047 -2.10904 0.000
H 1.69309 3.31395 1.06407 0.000
H 2.00317 1.07327 -2.51617 0.000
C -1.22328 1.50990 -1.72004 0.031
O -1.29147 1.91407 -2.81428 0.037
Cl 0.04548 -0.07148 2.24687 0.246
N -0.81138 -3.59963 -0.12213 0.005
C -1.51734 -2.46760 0.03195 0.007
N -2.61266 -2.48358 0.76746 0.003
S -1.03330 -1.09831 -0.93914 0.059
H -0.95380 -4.39651 0.50067 0.000
H 0.07456 -3.55121 -0.59963 0.000
H -3.08156 -1.58844 0.99107 0.003
H -2.78291 -3.28366 1.36548 0.000
```

Calculated values
M = 453.54 g mol⁻¹
E_HOMO (spin up / spin down) = -20.87 / -20.72 eV
HOMO-LUMO gap (spin up / spin down) = 6.71 / 5.17 eV
<S²> = 2.016
Charge = +3
LUMO (spin up / spin down) = -14.17 / -15.54 eV
Calculated total energy = -54081.26124 eV
2S+1 = 3
Energy above the lowest of the compared OMol25 structures with the same formula, charge and spin = 149.9 kJ/mol

---

Entry 5:
Formula: C6H16ClIO2PTl
Source: the Open Molecules 2025 dataset
Level of theory: ωB97M-V/def2-TZVPD

Geometry as XYZ:
```
28
Properties=species:S:1:pos:R:3:mulliken_charge:R:1
C -4.22397 0.86619 0.39646 -0.974
I -2.82462 -0.94584 0.32103 0.205
H -3.73185 1.77791 0.08069 0.397
H -4.65908 0.91524 1.39544 0.429
H -5.01113 0.59904 -0.33941 0.332
Tl -1.60425 1.35621 1.50918 0.669
P 0.58724 -0.69659 -1.03050 0.582
C 0.40187 -2.43736 -1.59495 -1.180
C -0.36456 0.05379 -2.40938 -1.052
H 2.56506 0.59871 -1.53014 0.420
H 2.34687 -0.76354 -2.69761 0.462
H 2.97741 -1.07168 -1.04289 0.396
C 2.29664 -0.45688 -1.64454 -1.114
H -0.20800 1.13701 -2.39268 0.427
H -0.00230 -0.38077 -3.35048 0.436
H 0.63063 -2.48707 -2.66857 0.475
H -0.62562 -2.77067 -1.40713 0.385
H -1.43233 -0.16034 -2.27684 0.360
H 1.10300 -3.06742 -1.03286 0.449
C 0.28048 -1.74073 1.41614 0.192
O 0.04165 -2.24004 2.41125 -0.068
Cl 0.80626 1.99864 -0.02410 -0.250
C 1.88871 1.83169 3.28342 -0.589
O 1.29601 0.73504 2.58407 -0.366
H 1.90704 2.73885 2.66203 0.274
H 2.92035 1.57322 3.56388 0.245
H 1.30960 2.03167 4.19473 0.255
H 1.32889 1.00572 1.62376 0.202
```

Calculated values
M = 517.91 g mol⁻¹
E_HOMO (spin up / spin down) = -16.34 / -16.30 eV
HOMO-LUMO gap (spin up / spin down) = 4.95 / 4.39 eV
Charge = +2
LUMO (spin up / spin down) = -11.39 / -11.92 eV
Calculated total energy = -45161.56501 eV
Energy above the lowest of the compared OMol25 structures with the same formula, charge and spin = 0.0 kJ/mol

---

Entry 6:
Formula: C6H16F2FeN3O7P2Se
Source: the Open Molecules 2025 dataset
Level of theory: ωB97M-V/def2-TZVPD

Geometry as XYZ:
```
38
Properties=species:S:1:pos:R:3:lowdin_spin:R:1
Fe 0.90834 -1.10650 -0.03117 1.465
N -0.46547 -0.77021 1.81114 -0.012
C 0.21134 -0.96171 3.07738 -0.001
C 1.57965 -0.36348 2.86468 -0.003
N 2.15091 -1.00103 1.67842 -0.060
H -0.58532 0.22249 1.61559 0.000
H -1.37503 -1.20594 1.74637 0.001
H 0.27244 -2.03160 3.29231 0.000
H -0.27715 -0.48104 3.92618 0.000
H 2.19839 -0.48556 3.75297 -0.002
H 1.47700 0.70054 2.64706 0.000
H 2.37611 -1.96665 1.86605 -0.004
H 2.99321 -0.53220 1.36372 -0.001
C -2.70726 2.21398 -0.88244 0.000
C -1.67199 1.46834 -1.71545 0.000
O -1.75888 1.83118 -3.09910 0.000
P 0.04405 1.81112 -1.20960 0.002
O 0.25600 3.38018 -1.19583 0.001
O 0.93328 1.35680 -2.42969 0.000
O 0.38713 1.22238 0.11849 0.011
P -1.81780 -0.37425 -1.60992 0.001
O -2.32970 -0.64497 -0.09026 0.000
O -2.81687 -0.81799 -2.59956 0.000
O -0.38479 -0.90779 -1.66152 0.009
H -2.68413 3.27514 -1.13176 0.000
H -2.49357 2.09167 0.18139 0.000
H -3.70562 1.83055 -1.09805 0.000
H -2.20517 1.10771 -3.56614 0.000
H 0.04807 3.79269 -2.05142 0.000
H 0.75075 0.41815 -2.64096 0.000
H -3.24405 -0.97081 -0.14676 0.000
Se 4.15819 1.91497 -1.05292 0.014
C 3.29041 0.41263 -0.86078 0.010
N 2.70817 -0.61278 -0.73767 -0.022
F -0.14322 -3.38939 0.59230 -0.057
C 1.14799 -3.19892 0.16085 -0.288
F 1.07881 -3.10497 -1.21974 -0.039
H 1.69580 -4.12274 0.33585 -0.027
```

Calculated values
M = 476.96 g mol⁻¹
E_HOMO (spin up / spin down) = -7.82 / -7.82 eV
HOMO-LUMO gap (spin up / spin down) = 6.30 / 7.91 eV
<S²> = 1.225
Charge = 0
LUMO (spin up / spin down) = -1.52 / 0.08 eV
Calculated total energy = -149034.84261 eV
2S+1 = 2
Energy above the lowest of the compared OMol25 structures with the same formula, charge and spin = 191.8 kJ/mol